Entry 1
Molecular formula: C3H6F2S
Method: DFT, the ωB97M-V functional and the def2-TZVPD basis

The geometry in ORCA input format:
```
! RIJCOSX wB97M-V def2-TZVPD def2/J DEFGRID3
* xyz 0 1
C 0.60433 1.13595 0.09633
C 0.11870 -0.34117 -0.23482
S 1.21390 -1.47274 0.62490
C -1.32683 -0.47275 0.01899
F -1.93199 -1.72319 -0.08869
F -1.62905 0.03728 1.27623
H 0.39322 1.92474 -0.63429
H 1.66383 1.08985 0.02943
H 0.30977 1.45028 1.10719
H 0.15824 -0.51177 -1.25966
H 2.21086 -1.40002 -0.20082
H -1.78497 0.28354 -0.73479
*
```

Calculated values
**Frontier orbital gap**: 10.1 eV
**LUMO energy**: 0.7 eV

Atom charges from the Mulliken analysis, given in e for atoms 1 to 6: atom 1 (C): -1.05, atom 2 (C): -0.03, atom 3 (S): -0.19, atom 4 (C): 0.16, atom 5 (F): -0.25, atom 6 (F): -0.26

=====

Entry 2
Molecular formula: C3H6F2S
Method: DFT, the ωB97M-V functional and the def2-TZVPD basis

The geometry in ORCA input format:
```
! RIJCOSX wB97M-V def2-TZVPD def2/J DEFGRID3
* xyz 0 1
C -1.16332 0.73020 0.26194
C 0.38035 0.56901 0.03194
C 1.01194 -0.69103 -0.35544
H -0.61838 -1.58282 0.08431
H -1.78588 1.58919 -0.23068
H -1.38916 0.95748 1.57469
H 0.92502 1.18021 0.87099
H 0.53673 1.20123 -0.94646
H 0.66783 -1.40014 -1.15634
F 2.34376 -0.21218 -0.55616
F 1.05358 -1.42353 0.76430
S -1.96248 -0.91762 -0.34309
*
```

Calculated values
**Frontier orbital gap**: 9.9 eV
**LUMO energy**: 0.7 eV

Atom charges from the Mulliken analysis, given in e for atoms 1 to 6: atom 1 (C): -0.45, atom 2 (C): -0.56, atom 3 (C): 0.07, atom 4 (H): 0.20, atom 5 (H): 0.35, atom 6 (H): 0.23

=====

Stability check: which of them is least stable? entry 2.

=====

Entry 1
Molecular formula: C3H4NO
Method: DFT, the ωB97M-V functional and the def2-TZVPD basis

The geometry in ORCA input format:
```
! RIJCOSX wB97M-V def2-TZVPD def2/J DEFGRID3
* xyz -1 1
C -0.68074 0.14992 -0.13872
C 0.50859 0.47279 -0.19303
C -2.02908 -0.16864 0.13542
N 3.65319 0.55550 0.26471
O 4.16471 -0.50173 -0.28009
H -2.64350 0.31429 -0.58488
H -2.34147 -1.29425 -0.09661
H -2.21650 -0.00316 1.11825
H 1.58479 0.47526 -0.22504
*
```

Calculated values
**Frontier orbital gap (spin up / spin down)**: 4.1 / 4.1 eV
**LUMO energy (spin up / spin down)**: 3.5 / 3.5 eV

Atom charges from the Mulliken analysis, given in e for atoms 1 to 6: atom 1 (C): -0.22, atom 2 (C): 0.29, atom 3 (C): -1.26, atom 4 (N): -0.44, atom 5 (O): -0.48, atom 6 (H): 0.28

=====

Entry 2
Molecular formula: C3H4NO
Method: DFT, the ωB97M-V functional and the def2-TZVPD basis

The geometry in ORCA input format:
```
! RIJCOSX wB97M-V def2-TZVPD def2/J DEFGRID3
* xyz -1 1
C 0.29055 1.64534 -0.21972
C -0.08333 0.31081 0.03075
C 0.28812 -1.14697 0.46286
N -1.01238 -0.66181 -0.06606
O -1.78418 -1.30897 -1.03256
H -0.37093 2.23929 -0.67173
H 1.19718 2.02021 0.21021
H 0.95373 -1.68944 -0.18247
H 0.52124 -1.40847 1.46872
*
```

Calculated values
**Frontier orbital gap**: 6.5 eV
**LUMO energy**: 4.6 eV

Atom charges from the Mulliken analysis, given in e for atoms 1 to 6: atom 1 (C): -0.87, atom 2 (C): 0.15, atom 3 (C): -0.45, atom 4 (N): -0.03, atom 5 (O): -0.78, atom 6 (H): 0.30

=====

Stability check: which of them is least stable? entry 1.

=====

Entry 1
Molecular formula: C7H10O
Method: DFT, the ωB97M-V functional and the def2-TZVPD basis

The geometry in ORCA input format:
```
! RIJCOSX wB97M-V def2-TZVPD def2/J DEFGRID3
* xyz 0 1
C 0.61920 -1.22327 2.26997
C 0.57376 -0.59278 0.88297
C 1.40535 -0.60941 -0.25768
C 1.10411 0.45521 -1.34783
O -0.30544 0.83753 -1.66914
C -1.15617 0.03344 -0.82683
C -1.91932 0.62992 0.28506
C -0.40714 0.32705 0.59046
H -0.31873 -1.64304 2.37695
H 1.55195 -1.90860 2.30709
H 0.78008 -0.29296 2.88105
H 2.13178 -1.33965 -0.32374
H 1.65613 1.50455 -0.99453
H 1.68475 0.45792 -2.47605
H -1.41783 -0.93212 -1.20146
H -2.21784 1.79052 0.35105
H -3.02360 0.18475 0.51225
H 0.29816 1.35733 0.34375
*
```

Calculated values
**Frontier orbital gap**: 9.2 eV
**LUMO energy**: 1.0 eV

Atom charges from the Mulliken analysis, given in e for atoms 1 to 6: atom 1 (C): -1.05, atom 2 (C): 0.43, atom 3 (C): -0.54, atom 4 (C): -0.71, atom 5 (O): -0.39, atom 6 (C): 0.01

=====

Entry 2
Molecular formula: C7H10O
Method: DFT, the ωB97M-V functional and the def2-TZVPD basis

The geometry in ORCA input format:
```
! RIJCOSX wB97M-V def2-TZVPD def2/J DEFGRID3
* xyz 0 1
C 1.45105 -1.83657 -0.02487
C 0.70601 -0.96493 -0.81846
C -0.12331 -0.02131 -0.07549
O 0.16402 -0.24603 1.34258
C 0.38696 1.28924 -0.61070
C 1.08393 2.17841 0.27856
C -1.51703 -0.00945 -0.54401
C -2.55310 -0.30408 0.36121
H 1.69681 -1.90642 1.02422
H 2.21205 -2.54026 -0.49958
H 0.81484 -0.90261 -1.77507
H 1.14508 -0.56195 1.57804
H 0.21665 1.31760 -1.83946
H 1.08611 1.81561 1.27620
H 1.47498 3.25908 0.29710
H -2.21296 0.32930 -1.37654
H -2.50874 -0.76607 1.45954
H -3.52335 -0.12956 -0.05327
*
```

Calculated values
**Frontier orbital gap**: 9.8 eV
**LUMO energy**: 0.7 eV

Atom charges from the Mulliken analysis, given in e for atoms 1 to 6: atom 1 (C): -0.98, atom 2 (C): -0.42, atom 3 (C): 1.70, atom 4 (O): -0.62, atom 5 (C): -0.24, atom 6 (C): -0.78

=====

Entry 3
Molecular formula: C7H10O
Method: DFT, the ωB97M-V functional and the def2-TZVPD basis

The geometry in ORCA input format:
```
! RIJCOSX wB97M-V def2-TZVPD def2/J DEFGRID3
* xyz 0 1
C -0.00578 -0.99075 1.87391
C -0.04840 -0.37483 0.56119
C 0.93324 -0.20666 -0.68888
C -0.16007 -0.58598 -1.71374
C -1.25344 -0.28813 -0.73233
O -1.45450 1.08729 -0.44445
C -0.28835 1.16142 0.45533
C 0.99847 1.29769 -0.38344
H 0.41831 -0.21219 2.56972
H 0.63476 -1.91528 2.10240
H -1.03723 -1.29931 2.21176
H 1.94047 -0.60076 -0.72519
H -0.34206 -0.11698 -2.79418
H -0.27824 -1.62453 -1.86286
H -2.22694 -0.81064 -0.75776
H -0.69597 1.89170 1.27883
H 1.79238 1.61591 0.34462
H 1.07335 1.97205 -1.29494
*
```

Calculated values
**Frontier orbital gap**: 10.0 eV
**LUMO energy**: 1.0 eV

Atom charges from the Mulliken analysis, given in e for atoms 1 to 6: atom 1 (C): -1.17, atom 2 (C): 0.32, atom 3 (C): -0.18, atom 4 (C): -0.71, atom 5 (C): -0.19, atom 6 (O): -0.46

=====

Entry 4
Molecular formula: C7H10O
Method: DFT, the ωB97M-V functional and the def2-TZVPD basis

The geometry in ORCA input format:
```
! RIJCOSX wB97M-V def2-TZVPD def2/J DEFGRID3
* xyz 0 1
C 1.64806 -1.37105 -0.76145
C 1.20481 -0.19941 0.05012
C 0.38283 -0.26105 1.18025
C -0.21868 0.84502 1.73074
C 0.11221 2.12337 1.22649
C 1.00586 2.21000 0.20999
C 1.42629 1.04729 -0.51958
H 2.71266 -1.56197 -0.59268
H 1.54456 -1.31827 -1.84420
H 1.09137 -2.26046 -0.44007
H 0.01445 -1.21771 1.54273
H -0.85160 0.69628 2.59202
H -0.41342 2.97275 1.63914
H 1.45000 3.17903 -0.00106
H 1.80133 1.33997 -1.48939
O -4.68209 -2.07327 -1.34700
H -4.02471 -1.35743 -1.46053
H -4.20392 -2.79309 -1.71553
*
```

Calculated values
**Frontier orbital gap**: 9.7 eV
**LUMO energy**: 0.6 eV

Atom charges from the Mulliken analysis, given in e for atoms 1 to 6: atom 1 (C): -1.27, atom 2 (C): 0.86, atom 3 (C): -0.50, atom 4 (C): -0.40, atom 5 (C): -0.39, atom 6 (C): -0.43

=====

Stability check: which of them is least stable? entry 1.

=====

Entry 1
Molecular formula: C7H10O
Method: DFT, the ωB97M-V functional and the def2-TZVPD basis

The geometry in ORCA input format:
```
! RIJCOSX wB97M-V def2-TZVPD def2/J DEFGRID3
* xyz 0 1
C 2.31896 -2.40936 0.01540
C 1.72714 -1.51447 -0.50977
C -0.82115 -0.21314 -2.14047
C -1.67221 1.15866 0.65600
C 0.69737 0.52917 1.34255
C -0.03490 0.25417 -0.99205
C -0.48523 0.17498 0.44620
O -2.03275 -0.18951 -2.28237
H 2.96228 -3.25137 0.11893
H -0.12398 -0.39451 -3.02894
H -2.22944 1.24661 -0.26645
H -2.26242 0.69195 1.50585
H -1.15045 2.04846 0.97062
H 1.49758 1.28863 0.92840
H 1.22750 -0.33993 1.52921
H 0.37337 0.89882 2.27176
H 0.79893 0.85430 -1.23707
H -0.79060 -0.83345 0.67221
*
```

Calculated values
**Frontier orbital gap (spin up / spin down)**: 7.6 / 7.6 eV
**LUMO energy (spin up / spin down)**: -2.1 / -2.1 eV

Atom charges from the Mulliken analysis, given in e for atoms 1 to 6: atom 1 (C): -0.34, atom 2 (C): -0.39, atom 3 (C): -0.06, atom 4 (C): -1.37, atom 5 (C): -1.68, atom 6 (C): -0.47

=====

Entry 2
Molecular formula: C7H10O
Method: DFT, the ωB97M-V functional and the def2-TZVPD basis

The geometry in ORCA input format:
```
! RIJCOSX wB97M-V def2-TZVPD def2/J DEFGRID3
* xyz 0 1
C -2.35005 -0.91820 -0.41526
C -1.20257 -0.49949 0.09279
C 0.10015 -1.40529 0.28739
C 1.35415 -0.41163 0.16382
O 2.52006 -0.73866 -0.38367
C 0.61199 0.82276 -0.57621
C -0.19611 1.98245 -0.04853
C -0.54596 0.84803 0.48799
H -2.55802 -1.97348 -0.57651
H -3.02139 -0.15095 -0.40079
H -0.05132 -2.00344 1.10011
H 0.25896 -1.98857 -0.65414
H 1.70629 -0.00845 1.21026
H 3.25465 -0.20613 -0.01661
H 0.34226 0.64336 -1.61000
H -0.47073 2.67468 -0.89587
H 0.36032 2.73493 0.67218
H -0.11269 0.59808 1.56306
*
```

Calculated values
**Frontier orbital gap**: 8.7 eV
**LUMO energy**: 0.8 eV

Atom charges from the Mulliken analysis, given in e for atoms 1 to 6: atom 1 (C): -1.08, atom 2 (C): 0.26, atom 3 (C): -0.87, atom 4 (C): -0.02, atom 5 (O): -0.56, atom 6 (C): -0.30

=====

Stability check: which of them is least stable? entry 1.